Arrangement 1

The following is a DFT calculation (ωB97M-V with the def2-TZVPD basis set) of a molecular structure, C2H7N3S.

```
! wB97M-V def2-TZVPD RIJCOSX def2/J DEFGRID3
* xyz 0 1
H 2.379 -1.113 -1.318
C -2.045 -0.088 0.179
C 1.324 0.354 0.131
S 1.494 1.660 1.217
H 2.846 -0.824 0.916
H -1.535 -1.050 1.252
H -2.633 1.253 0.552
H 0.169 -0.827 -1.147
N -0.958 0.652 -0.705
N 2.297 -0.444 -0.009
H -0.584 1.401 -0.031
H -2.909 -0.866 -0.570
N 0.155 -0.108 -0.468
*
```

Results
- Gap between HOMO and LUMO: 7.983 eV
- LUMO level: -0.5 eV

=====

Arrangement 2

The following is a DFT calculation (ωB97M-V with the def2-TZVPD basis set) of a single C2H7N3S molecule.

```
! wB97M-V def2-TZVPD RIJCOSX def2/J DEFGRID3
* xyz 0 1
H 2.392 2.097 -0.412
H -0.934 1.374 -1.099
S -0.748 -1.889 0.258
N 0.948 0.835 1.200
H -0.024 0.767 1.632
C 1.321 1.981 -0.705
H 0.781 2.807 -0.203
N -1.420 -0.398 -0.405
H 0.951 1.986 -1.703
H 1.423 -0.188 1.305
H 0.651 -1.647 0.212
C -0.548 0.518 -0.626
N 0.770 0.711 -0.206
*
```

Results
- Gap between HOMO and LUMO: 9.526 eV
- SMILES: CN(N)/C=N\S
- LUMO level: 0.7 eV

=====

Pick the most stable structure from those above. Pick: arrangement 2